13 unconnected molecules or ions with the total composition C52H143N13O13. Source: the Open Molecules 2025 dataset; level of theory: ωB97M-V/def2-TZVPD.

Results
E_HOMO   -0.31585 Eh
Multiplicity   1
ΔE to the lowest compared entry with this formula, charge and spin   458.1 kJ/mol

XYZ file:
```
221
Properties=species:S:1:pos:R:3:forces:R:3
C 9.488 18.006 8.261 1.0 -0.3 -0.3
C 10.044 17.700 9.676 -0.2 0.1 -2.0
C 10.837 18.939 10.129 -0.9 -0.7 -1.1
O 11.414 18.815 11.375 0.7 -0.6 1.2
C 12.396 17.798 11.485 -0.5 -0.4 -0.3
N 8.961 17.255 10.485 -0.5 0.5 1.4
H 8.906 17.212 7.793 0.0 -0.3 0.5
H 10.376 18.115 7.638 -0.1 0.3 -0.4
H 8.895 18.914 8.156 0.1 0.2 0.4
H 10.695 16.831 9.581 0.4 0.1 -0.2
H 10.158 19.791 10.154 0.0 0.1 0.2
H 11.577 19.127 9.351 0.4 0.2 -0.1
H 12.993 17.924 12.388 -0.1 0.3 -0.1
H 13.030 17.743 10.600 0.2 0.3 -0.1
H 11.906 16.826 11.538 -0.1 0.0 0.1
H 9.311 17.203 11.431 0.1 -0.4 0.5
H 8.342 18.049 10.568 -0.7 0.1 -0.1
C 14.703 13.434 11.687 1.7 0.3 -0.4
C 13.228 13.257 11.715 0.0 -0.6 1.7
C 12.686 13.074 13.169 -0.1 -1.1 0.2
O 13.096 14.054 14.096 -0.7 1.6 0.3
C 12.428 13.967 15.369 -0.9 0.1 -0.6
N 12.613 14.404 11.084 -0.1 0.3 0.0
H 15.068 14.259 12.299 -0.2 0.1 0.2
H 15.042 13.658 10.676 -0.1 0.0 -0.1
H 15.275 12.558 11.993 -0.2 -0.2 0.2
H 13.039 12.316 11.198 -0.6 0.1 -0.2
H 12.948 12.176 13.728 0.3 -1.0 -0.9
H 11.610 12.989 13.020 -0.5 0.5 0.4
H 11.345 13.902 15.265 -0.2 -0.7 -0.6
H 12.411 14.898 15.935 1.3 0.2 -0.1
H 12.784 13.117 15.951 0.2 0.1 0.1
H 12.824 15.158 11.722 0.3 0.5 -0.1
H 11.605 14.370 11.137 -0.4 -0.4 -0.2
C 19.053 12.614 11.114 -0.5 -0.4 -0.6
C 18.723 13.082 12.536 1.8 -1.2 -1.2
C 18.173 11.961 13.406 -1.0 0.9 0.0
O 17.321 12.570 14.403 2.1 0.7 -1.6
C 16.296 11.778 14.847 0.1 -0.8 0.3
N 20.015 13.511 13.037 -0.1 1.9 0.8
H 19.928 11.965 11.102 0.0 -0.2 0.1
H 19.256 13.425 10.416 0.1 0.3 0.4
H 18.225 12.087 10.639 -0.1 -0.2 0.2
H 18.004 13.888 12.387 0.0 0.2 0.7
H 18.955 11.407 13.926 0.2 0.0 -0.1
H 17.664 11.284 12.721 -0.7 -0.3 0.4
H 16.749 10.809 15.055 -0.6 -0.4 0.5
H 15.561 11.679 14.048 -0.5 -0.2 0.2
H 15.941 12.286 15.744 -0.6 -0.7 -0.1
H 20.809 12.925 12.823 -0.3 -0.2 0.0
H 19.961 13.696 14.028 0.3 0.0 0.1
C 20.648 23.280 10.243 0.0 -1.3 0.2
C 20.644 21.767 9.873 0.0 -0.3 0.7
C 20.524 20.819 11.117 1.7 0.5 -0.3
O 21.763 20.927 11.956 -2.5 0.4 -1.8
C 21.620 20.385 13.216 1.2 -0.2 1.4
N 19.554 21.379 8.952 0.3 0.5 0.7
H 21.009 23.854 9.390 -0.2 0.2 0.1
H 21.272 23.463 11.118 0.3 0.0 -0.2
H 19.636 23.553 10.544 -0.1 0.2 -0.2
H 21.537 21.515 9.302 0.3 0.1 0.5
H 20.376 19.792 10.785 0.4 -0.2 -0.1
H 19.601 21.021 11.660 0.1 0.6 0.5
H 22.495 20.704 13.782 0.3 0.0 0.0
H 21.665 19.297 13.270 -0.2 -0.3 -0.4
H 20.809 20.734 13.856 -0.7 0.2 -0.5
H 18.701 21.395 9.493 -0.5 0.0 0.0
H 19.460 22.137 8.292 -0.1 0.0 -0.4
C 18.446 10.848 20.955 0.0 0.4 -0.3
C 19.028 10.280 19.654 0.6 0.0 0.6
C 19.940 11.236 18.909 -1.3 0.6 -0.9
O 19.062 12.134 18.184 0.5 -0.1 -0.6
C 19.733 12.728 17.068 0.4 0.9 1.1
N 19.847 9.108 19.945 0.1 -0.6 0.4
H 17.549 10.279 21.196 0.1 0.1 0.4
H 18.175 11.901 20.878 -0.4 0.0 -0.6
H 19.149 10.895 21.787 0.2 -0.7 -0.1
H 18.205 9.982 19.005 -0.2 0.5 -0.3
H 20.535 10.678 18.186 0.1 -0.1 -0.1
H 20.617 11.801 19.550 0.0 0.0 0.2
H 20.588 13.281 17.458 0.6 -0.3 -0.1
H 19.182 13.559 16.628 -0.8 -0.4 0.0
H 20.039 12.020 16.299 -0.1 -0.2 0.0
H 19.274 8.412 20.401 -0.1 -0.1 0.5
H 20.100 8.639 19.087 0.2 0.1 -0.3
C 15.330 22.919 16.917 0.0 -1.3 0.7
C 13.952 23.237 16.344 1.9 1.3 -0.4
C 12.932 22.153 16.530 -0.8 -0.5 0.5
O 13.210 21.087 15.679 2.1 -0.1 -0.5
C 12.506 19.894 15.746 -1.8 0.5 0.0
N 13.493 24.488 16.936 -0.9 -0.4 0.6
H 16.073 23.700 17.079 -0.4 0.6 -0.7
H 15.804 22.102 16.374 0.1 0.0 -0.2
H 15.208 22.545 17.933 -0.2 -0.2 0.1
H 14.073 23.505 15.294 -0.1 -0.9 -0.6
H 11.926 22.533 16.353 -0.4 0.3 -0.5
H 12.872 21.844 17.574 0.4 -0.2 0.4
H 12.939 19.094 15.146 0.5 0.3 0.1
H 11.544 20.135 15.293 -0.6 -0.5 -0.1
H 12.282 19.558 16.759 0.3 -0.1 0.3
H 12.536 24.505 16.613 -0.4 0.9 0.2
H 13.983 25.235 16.465 0.0 0.2 0.1
C 22.589 14.739 15.985 0.2 1.4 0.5
C 23.294 15.733 17.006 -1.8 -1.4 0.0
C 22.650 15.636 18.412 0.8 -1.2 0.5
O 21.241 15.667 18.450 -0.1 0.8 0.0
C 20.677 16.978 18.535 0.5 -0.2 -0.1
N 24.715 15.461 17.066 0.0 0.5 0.1
H 22.870 13.696 16.133 0.0 0.0 0.3
H 22.901 15.020 14.979 0.0 0.0 -0.1
H 21.507 14.860 16.036 -0.1 -0.2 0.0
H 23.072 16.754 16.697 0.4 0.1 -0.4
H 23.174 16.277 19.122 -0.4 1.1 -0.2
H 22.896 14.701 18.915 0.1 -0.7 -0.6
H 19.604 16.905 18.353 0.1 0.0 0.0
H 21.163 17.638 17.816 -0.2 0.1 -0.4
H 20.838 17.463 19.498 0.0 -0.3 0.3
H 25.027 15.405 16.107 0.4 0.2 -0.1
H 24.844 14.522 17.416 0.0 -0.2 0.3
C 22.011 18.949 8.174 1.2 0.0 -0.3
C 21.030 17.824 8.299 -0.1 -1.2 0.9
C 21.099 17.054 9.638 1.2 0.3 -0.3
O 22.380 16.376 9.756 -1.1 0.0 -0.2
C 22.437 15.498 10.868 0.0 1.4 0.4
N 19.691 18.397 8.169 0.2 0.0 0.2
H 23.037 18.620 8.010 0.0 -0.4 0.2
H 22.050 19.575 9.066 -0.3 0.1 -0.1
H 21.782 19.500 7.262 -0.3 0.4 0.2
H 21.257 17.087 7.529 -0.3 -0.1 -0.3
H 20.224 16.417 9.766 0.2 -0.7 -0.4
H 20.952 17.762 10.454 0.4 0.3 0.3
H 23.484 15.302 11.098 0.0 -0.6 -0.5
H 21.780 14.631 10.788 0.2 -0.2 -0.2
H 22.131 16.059 11.751 -0.5 0.0 0.4
H 19.812 19.321 8.560 -0.5 0.7 -0.4
H 19.082 17.977 8.857 -0.2 -0.4 0.0
C 13.358 23.078 11.245 -0.2 -0.1 0.4
C 13.151 21.623 11.646 1.1 -0.1 1.6
C 14.268 21.221 12.764 -2.3 0.9 -1.2
O 15.500 21.554 12.290 3.1 0.0 -0.6
C 16.568 21.436 13.243 -0.3 0.0 -0.2
N 11.781 21.382 12.175 1.1 0.3 -0.1
H 13.360 23.781 12.079 -0.1 -0.1 0.3
H 12.506 23.346 10.621 0.3 0.2 -0.3
H 14.334 23.173 10.768 -0.2 0.1 -0.3
H 13.359 21.096 10.715 -0.3 -0.7 0.1
H 14.248 20.165 13.030 -0.4 -0.2 0.2
H 14.046 21.881 13.603 -0.3 -0.4 0.5
H 16.701 20.458 13.705 -0.8 -0.5 0.1
H 16.438 22.155 14.052 0.0 0.2 0.0
H 17.548 21.555 12.782 -0.3 0.6 -0.5
H 11.855 21.509 13.174 -0.2 0.5 0.4
H 11.579 20.395 12.107 0.0 -0.1 -0.3
C 16.205 18.348 11.166 0.1 -0.5 0.0
C 16.977 17.000 10.913 -0.5 1.9 -0.8
C 17.001 16.523 9.432 -1.3 0.3 0.7
O 17.587 15.240 9.403 1.0 -0.7 -0.7
C 17.600 14.647 8.087 -0.8 0.4 0.4
N 18.315 17.293 11.381 0.9 -1.1 0.0
H 16.263 18.634 12.216 -0.2 -0.7 0.4
H 15.150 18.338 10.893 0.1 0.0 -0.2
H 16.706 19.234 10.776 0.1 -0.3 -0.9
H 16.495 16.186 11.454 -0.2 -0.1 0.2
H 17.377 17.246 8.709 0.8 0.0 0.2
H 15.967 16.429 9.101 -0.6 -0.2 0.1
H 16.562 14.573 7.762 -0.2 0.4 -0.4
H 17.913 13.604 8.036 0.5 0.1 0.9
H 18.201 15.224 7.384 -0.1 0.2 0.0
H 18.314 17.448 12.379 -0.9 0.9 0.0
H 18.736 16.383 11.494 0.8 -0.6 -0.9
C 15.176 17.133 14.760 1.3 -0.9 0.2
C 16.206 16.017 14.517 -1.7 -1.9 -0.1
C 17.655 16.232 14.954 -1.4 1.0 -0.5
O 18.195 17.279 14.120 0.9 0.0 1.3
C 19.659 17.419 14.142 -1.2 -1.4 0.6
N 15.708 14.772 15.204 1.3 0.5 0.7
H 14.879 17.162 15.808 0.2 0.3 0.1
H 14.315 16.770 14.198 -0.2 0.7 -0.2
H 15.681 18.035 14.417 -0.8 0.4 -0.1
H 16.123 15.834 13.445 0.7 0.1 -0.3
H 18.185 15.280 14.913 0.4 0.1 -0.2
H 17.490 16.542 15.986 0.9 0.2 0.4
H 20.043 17.271 15.151 -0.1 0.4 0.3
H 19.971 18.376 13.724 -0.4 -0.3 0.0
H 20.036 16.557 13.593 0.4 0.2 -0.4
H 14.878 14.316 14.852 -0.3 0.8 -0.6
H 16.417 14.064 15.073 0.3 0.2 -0.1
C 19.087 19.732 16.794 -1.3 -0.1 -1.6
C 18.186 20.339 17.866 2.2 -0.2 0.1
C 16.810 19.689 17.984 0.3 -0.2 -1.1
O 15.991 20.317 18.923 0.4 -0.7 0.8
C 14.761 19.619 19.034 0.0 0.6 0.1
N 19.031 20.120 19.044 -1.4 0.2 1.6
H 20.088 20.125 16.613 0.0 0.6 0.8
H 18.596 19.920 15.839 -0.1 -0.6 -0.4
H 19.233 18.668 16.984 -0.3 0.0 -0.2
H 18.027 21.402 17.684 -0.1 0.2 -0.2
H 16.866 18.607 18.097 0.3 -0.3 0.7
H 16.264 19.766 17.043 0.2 0.3 -0.8
H 14.801 18.579 19.355 0.6 -0.1 0.5
H 14.303 19.539 18.048 -0.4 0.5 -0.2
H 14.204 20.230 19.745 -0.5 -0.3 -0.2
H 20.003 20.387 18.979 -0.1 0.2 -0.6
H 18.622 20.682 19.777 0.2 -0.2 0.6
C 16.897 15.271 19.042 0.4 0.7 0.1
C 15.742 14.362 19.053 -0.9 -1.6 -1.2
C 14.417 15.088 18.672 0.3 -0.4 0.9
O 14.062 16.016 19.726 1.5 -1.0 -0.5
C 12.718 16.031 20.053 -0.5 -0.1 -0.1
N 15.976 13.253 18.074 -1.3 0.0 0.7
H 16.727 16.049 19.786 0.4 0.4 -0.2
H 16.915 15.627 18.012 0.5 0.6 0.1
H 17.805 14.706 19.252 0.1 0.2 0.0
H 15.657 13.902 20.038 -0.4 0.0 0.1
H 13.634 14.347 18.509 -0.1 -0.2 0.4
H 14.495 15.576 17.701 0.4 0.4 0.0
H 12.593 16.457 21.049 0.0 0.7 -0.3
H 12.258 15.051 20.178 0.2 -0.5 -0.4
H 12.222 16.544 19.229 -0.8 0.3 0.4
H 16.770 12.670 18.296 0.2 0.3 0.0
H 15.996 13.577 17.118 0.2 0.4 0.2
```
Forces are in eV/Å.